Here is a gas-phase ion, C8H13N4 (charge +1) in a non-equilibrium geometry from the OMol25 dataset. Energies are from wB97M-V/def2-TZVPD.

Calculated values
frontier orbital gap (alpha / beta): 4.3 / 6.7 eV
multiplicity: 3
total charge: +1
<S²>: 2.0126
relative energy (zero: lowest compared OMol25 entry of this formula, charge and spin): 78.7 kcal per mole
E_HOMO (alpha / beta): -7.35 / -11.71 eV
DFT total energy: -14452.064 eV

The geometry in XYZ format:
```
25
C8H13N4 (wB97M-V/def2-TZVPD)
C -0.70063 -1.08433 0.99288
C 0.41713 -1.65424 1.64996
C -1.79633 -1.27331 1.92857
C -1.07762 -0.40479 -0.40943
C 1.50298 2.15956 -0.31572
C 0.95939 1.34949 0.94438
C 1.00888 0.72891 -0.42826
C 1.34435 -0.48366 -1.26329
N -1.44395 -2.04546 2.91467
N -0.12715 -2.23443 2.77810
N -2.91373 -0.67013 1.74733
N -0.06506 0.03495 -1.23189
H -1.73957 -1.02400 -0.99072
H -1.59403 0.57875 -0.10130
H 0.89175 3.06579 -0.49832
H 2.62988 2.16884 -0.36365
H 1.85445 0.89972 1.55649
H 0.12470 1.67616 1.47182
H 2.00678 -0.12523 -2.14251
H 1.46968 -1.88807 1.23917
H 1.63924 -1.46272 -0.80220
H 0.41686 -2.79210 3.34526
H -3.18093 -0.23388 0.86192
H -3.68180 -0.80776 2.40539
H -0.39174 0.41399 -2.17507
```

Atomic partial charges in e from the Löwdin method, atoms 1 to 8: -0.15 -0.14 -0.42 -0.13 -0.01 -0.04 -0.35 0.06

---

Here is 15 unconnected molecules or ions with the total composition C48H121N5O15 in a non-equilibrium geometry from the OMol25 dataset. Energies are from wB97M-V/def2-TZVPD.

Calculated values
frontier orbital gap: 8.4 eV
total charge: 0
relative energy (zero: lowest compared OMol25 entry of this formula, charge and spin): 0.0 kcal per mole
E_HOMO: -8.38 eV
DFT total energy: -89894.029 eV

The geometry in XYZ format:
```
189
C48H121N5O15 (wB97M-V/def2-TZVPD)
C 2.91322 -2.79443 3.33616
O 3.82502 -2.71437 2.23997
H 1.90188 -2.49142 3.05037
H 3.00068 -3.80687 3.72870
H 3.17415 -2.06750 4.10530
H 3.65368 -3.44550 1.64245
C -5.39130 -5.25831 1.20224
O -4.38328 -6.17218 1.54342
H -5.10793 -4.20132 1.14837
H -5.68577 -5.43581 0.16260
H -6.26377 -5.46580 1.82656
H -4.03181 -6.14402 2.43617
C -5.58867 -0.83823 5.10081
O -5.10385 -0.78694 6.44260
H -5.50804 -1.86831 4.74711
H -6.62692 -0.51439 5.16976
H -5.07825 -0.14041 4.43392
H -4.13944 -0.65755 6.46199
O -2.43624 -0.61962 7.14329
H -1.62338 -1.06364 6.87328
H -2.30274 -0.39909 8.07221
O -1.90415 -4.82715 -2.37008
H -1.22478 -4.15244 -2.52820
H -1.78046 -5.10006 -1.45115
O -2.76868 -6.82749 -0.58481
H -3.22363 -6.60056 0.25341
H -3.32449 -6.44944 -1.27639
O 0.01287 -5.30322 6.04349
H -0.11783 -5.57719 5.12426
H 0.68559 -5.90264 6.38171
O 0.30792 -3.05746 -3.06533
H 0.28111 -3.23938 -4.01286
H 1.13728 -2.57851 -2.92990
O -0.80628 -6.76731 3.56877
H -1.66500 -6.89837 3.99052
H -0.89005 -7.18569 2.70387
O -3.55277 -5.58558 4.20662
H -3.40629 -5.07846 5.01695
H -4.13762 -6.30915 4.47470
C -4.05334 2.73914 2.24172
C -4.39695 2.90624 0.72439
C -3.16173 2.61116 -0.13045
C -3.50187 2.39188 -1.61204
C -4.57510 1.31077 -1.73381
C -5.83724 1.57504 -0.92066
N -5.48424 1.98823 0.44491
O -6.65698 2.25860 1.18255
C -6.76640 2.51597 -1.71195
C -6.58008 0.24180 -0.79502
C -4.68310 4.42646 0.54146
H -4.04502 3.66592 2.81508
H -3.04881 2.31091 2.27003
H -4.74847 2.07852 2.75507
H -2.53277 3.51400 -0.13559
H -2.38289 1.95065 0.26241
H -2.58181 2.13222 -2.13823
H -3.85827 3.23405 -2.21394
H -4.20956 0.31705 -1.46111
H -4.71300 1.31897 -2.81912
H -6.89445 2.18847 -2.74335
H -7.77369 2.63281 -1.30706
H -6.32881 3.51941 -1.76465
H -7.52464 0.32354 -0.25673
H -6.68824 -0.27810 -1.74746
H -6.02105 -0.45131 -0.15463
H -5.58372 4.68665 1.10840
H -4.90425 4.61642 -0.51314
H -3.88923 5.08295 0.88374
H -6.98324 3.09779 0.81561
C 1.13467 -0.79367 0.48708
C -0.23650 -1.50572 0.60505
C 0.05203 -3.00123 0.49144
C -1.06305 -3.93916 0.90000
C -1.46006 -3.58254 2.35206
C -1.66448 -2.07954 2.64950
N -0.62709 -1.23602 2.00115
O -1.03763 0.12930 2.14910
C -3.07929 -1.64299 2.22340
C -1.45574 -1.93858 4.15473
C -1.22463 -1.04697 -0.45961
H 1.72283 -1.14485 1.33760
H 1.12624 0.29483 0.50770
H 1.73941 -1.10866 -0.36587
H 0.47825 -3.32890 -0.46296
H 0.95112 -3.16084 1.10440
H -0.87885 -5.01094 0.80681
H -1.93322 -3.83421 0.24125
H -0.65970 -3.96076 2.99253
H -2.38034 -4.04857 2.70149
H -3.12557 -1.73504 1.13555
H -3.85689 -2.30614 2.60528
H -3.29190 -0.60482 2.46709
H -1.95284 -1.06292 4.57862
H -1.92442 -2.80225 4.64352
H -0.42657 -1.97990 4.51464
H -0.66842 -0.85287 -1.38349
H -1.77497 -0.16754 -0.13677
H -1.86127 -1.86477 -0.80565
H -0.18902 0.56524 2.30563
C 3.64253 2.75914 4.17497
C 3.54808 2.80995 2.63286
C 2.18825 2.23784 2.23339
C 0.94751 3.10308 2.43968
C 1.19513 4.48005 1.82096
C 2.59358 5.09616 2.06395
N 3.66898 4.09745 1.93995
O 4.93595 4.69073 2.04426
C 2.74839 6.12670 0.92675
C 2.60610 5.89654 3.37702
C 4.59500 1.86569 2.02959
H 4.65030 2.98138 4.53627
H 2.98953 3.49199 4.64983
H 3.41083 1.75642 4.53207
H 2.30850 1.84358 1.22331
H 1.88431 1.42414 2.90594
H 0.08141 2.67547 1.93561
H 0.79787 3.23266 3.51410
H 0.50789 5.22379 2.23823
H 0.93950 4.41811 0.75936
H 1.85017 6.72632 0.79166
H 2.82519 5.59868 -0.03604
H 3.68297 6.68785 0.95079
H 2.28986 6.92836 3.23420
H 3.64311 5.92368 3.71868
H 1.94857 5.43842 4.11813
H 5.55086 1.94300 2.55614
H 4.33112 0.81740 2.20415
H 4.76844 1.99074 0.96182
H 5.28125 4.68035 1.14423
C 5.99211 -0.43108 -4.07034
C 5.77182 -1.94665 -4.09812
C 6.94911 -2.75383 -3.55886
C 7.10862 -2.63211 -2.04503
C 5.79829 -3.00737 -1.31864
C 4.58176 -2.27169 -1.89543
N 4.60162 -2.40549 -3.35007
O 3.36511 -1.96376 -3.91910
C 3.29926 -2.97754 -1.37907
C 4.60554 -0.83521 -1.32018
C 5.62176 -2.35356 -5.57667
H 6.64901 -0.14615 -3.23868
H 5.07146 0.12849 -3.93567
H 6.64635 -0.12953 -4.89113
H 6.82753 -3.81603 -3.77724
H 7.93325 -2.43270 -3.91196
H 7.46292 -1.64117 -1.74943
H 7.88031 -3.30018 -1.65350
H 5.90083 -2.84189 -0.24209
H 5.64417 -4.09243 -1.35567
H 3.14261 -3.94981 -1.83967
H 3.58133 -3.10464 -0.33318
H 2.47349 -2.29690 -1.55248
H 4.31970 -0.89736 -0.26424
H 5.56741 -0.33795 -1.35158
H 3.77629 -0.28296 -1.77222
H 5.23571 -3.38158 -5.63816
H 6.51219 -2.33726 -6.19731
H 4.77809 -1.82027 -6.02431
H 3.11224 -2.76559 -4.39101
C 0.21809 4.44544 -6.51141
C -0.10907 3.65895 -5.26171
C -0.56270 2.25208 -5.73203
C -0.63413 1.20174 -4.63650
C 0.68598 1.18866 -3.87515
C 1.06514 2.57446 -3.31393
N 1.11240 3.49153 -4.45858
O 1.49722 4.75476 -3.93354
C 0.26029 2.94205 -2.06821
C 2.52697 2.32456 -2.86978
C -1.27472 4.27287 -4.45255
H 0.59846 5.45713 -6.32312
H -0.55206 4.47071 -7.27688
H 1.15574 4.07142 -6.94399
H -1.52383 2.40151 -6.23411
H 0.11814 1.98812 -6.54647
H -0.86026 0.24724 -5.12210
H -1.51461 1.36100 -4.00896
H 1.49407 0.74133 -4.45947
H 0.56270 0.39371 -3.12680
H -0.71807 2.46640 -1.98730
H 0.74776 2.56956 -1.16149
H 0.10064 4.00496 -1.88579
H 3.11622 2.21645 -3.78251
H 2.89066 3.15768 -2.26473
H 2.64901 1.40310 -2.30067
H -1.04515 5.12597 -3.81556
H -1.77436 3.56842 -3.78285
H -2.05638 4.53789 -5.17096
H 2.36171 4.95942 -4.30423
```

Atomic partial charges in e from the Löwdin method, atoms 1 to 8: -0.14 -0.14 0.05 0.08 0.08 0.05 -0.13 -0.14

---

- Among the records above, which one has the highest DFT total energy?
  C8H13N4

---

- total charge of number 2 (C48H121N5O15)?
  0

---

- Look up the total charge of the second one.
  0

---

- Which formula does entry 1 have?
  C8H13N4